# 1
The following is a quantum chemistry calculation of 2 unconnected molecules or ions with the total composition C4H15N2O, from OMol25.

Bonds (Å) are listed after each position.
Cartesian coordinates (Å):
1 C -1.601 -2.705 0.142  C2 1.525, H7 1.094, H8 1.091, H9 1.102
2 C -0.413 -1.792 0.428  C1 1.525, C3 1.543, N6 1.512, H10 1.088
3 C -0.985 -0.403 0.782  C2 1.543, C4 1.517, H11 1.095, H12 1.105
4 C -0.049 0.781 0.933  C3 1.517, N5 1.504, H13 1.104, H14 1.085
5 N 0.595 1.175 -0.367  C4 1.504, H15 1.017, H16 1.101, H17 1.034
6 N 0.392 -1.680 -0.846  C2 1.512, H18 1.018, H19 1.019
7 H -2.421 -2.572 0.854  C1 1.094
8 H -1.370 -3.769 0.073  C1 1.091
9 H -2.049 -2.453 -0.833  C1 1.102
10 H 0.202 -2.280 1.182  C2 1.088
11 H -1.576 -0.468 1.702  C3 1.095
12 H -1.723 -0.115 0.013  C3 1.105
13 H -0.644 1.655 1.253  C4 1.104
14 H 0.620 0.760 1.787  C4 1.085
15 H -0.062 1.410 -1.106  N5 1.017
16 H 1.010 0.216 -0.711  N5 1.101
17 H 1.131 2.032 -0.148  N5 1.034
18 H -0.141 -1.788 -1.706  N6 1.018
19 H 0.991 -2.504 -0.835  N6 1.019
20 H 1.461 4.440 -0.117  O22 0.950
21 H 1.578 3.857 -1.625  O22 0.968
22 O 1.787 3.753 -0.686  H20 0.950, H21 0.968

Values from the calculation:
HOMO level: -13.81 eV
LUMO energy: -3.02 eV
Spin multiplicity: 1
Total energy: -9412.868 eV
Net charge: +1

***

# 2
The following is a quantum chemistry calculation of 3 unconnected molecules or ions with the total composition C4H15N2O2, from OMol25.

Bonds (Å) are listed after each position.
Cartesian coordinates (Å):
1 C -0.197 -0.747 -1.411  C2 1.614, N6 1.526, H7 1.096, H8 1.201
2 C -0.534 0.654 -0.684  C1 1.614, C3 1.563, H9 1.075, H10 1.011
3 C -0.038 0.726 0.796  C2 1.563, C4 1.318, N5 1.471
4 C -0.621 1.360 1.794  C3 1.318, H11 1.202, H12 1.008
5 N 1.306 0.147 0.946  C3 1.471, H13 1.114, H14 1.152, H15 1.082
6 N 1.277 -1.005 -1.708  C1 1.526, H16 0.994, H17 0.917
7 H -0.504 -1.649 -0.869  C1 1.096
8 H -0.879 -0.586 -2.387  C1 1.201
9 H -1.580 0.883 -0.782  C2 1.075
10 H 0.004 1.362 -1.166  C2 1.011
11 H -1.711 1.790 1.523  C4 1.202
12 H -0.289 1.651 2.700  C4 1.008
13 H 1.613 -0.256 -0.046  N5 1.114
14 H 1.305 -0.847 1.527  N5 1.152
15 H 2.202 0.680 1.236  N5 1.082
16 H 1.848 -0.444 -2.296  N6 0.994
17 H 1.360 -1.875 -1.987  N6 0.917
18 H 1.724 -3.567 0.841  O20 0.952
19 H 2.828 -2.995 1.864  O20 0.934
20 O 2.220 -2.827 1.176  H18 0.952, H19 0.934
21 H -3.160 3.036 -0.772  O23 0.932
22 H -4.020 1.915 -1.498  O23 1.047
23 O -3.530 2.195 -0.617  H21 0.932, H22 1.047

Values from the calculation:
HOMO level: -13.45 eV
LUMO energy: -2.91 eV
Spin multiplicity: 1
Total energy: -11457.981 eV
Net charge: +1

***

# 3
The following is a quantum chemistry calculation of 3 unconnected molecules or ions with the total composition C4H15N2O2, from OMol25.

Bonds (Å) are listed after each position.
Cartesian coordinates (Å):
1 C -1.267 -0.576 -2.317  C2 1.570, N6 1.489, H7 1.111, H8 1.123
2 C -1.572 0.482 -1.198  C1 1.570, C3 1.531, H9 1.055, H10 1.124
3 C -0.382 0.767 -0.278  C2 1.531, C4 1.528, H11 1.112
4 C 0.486 -0.352 0.300  C3 1.528, N5 1.557, H12 1.133, H13 1.106
5 N 0.340 -0.969 1.721  C4 1.557, H14 1.046, H15 0.982
6 N -0.254 -0.173 -3.332  C1 1.489, H16 0.998, H17 1.003
7 H -0.825 -1.482 -1.851  C1 1.111
8 H -2.178 -0.938 -2.865  C1 1.123
9 H -2.032 1.319 -1.647  C2 1.055
10 H -2.392 -0.066 -0.658  C2 1.124
11 H 0.114 1.756 -0.392  C3 1.112
12 H 0.339 -1.298 -0.305  C4 1.133
13 H 1.534 -0.031 0.152  C4 1.106
14 H -0.685 -1.174 1.674  N5 1.046
15 H 0.286 -0.357 2.487  N5 0.982
16 H -0.476 0.736 -3.678  N6 0.998
17 H 0.584 -0.138 -2.781  N6 1.003
18 H 2.290 -1.747 1.331  O20 0.953
19 H 3.774 -2.156 1.241  O20 0.944
20 O 3.188 -1.429 1.375  H18 0.953, H19 0.944
21 H -0.942 2.169 1.951  O23 0.984
22 H -1.598 2.930 3.129  O23 0.970
23 O -0.937 2.247 2.932  H21 0.984, H22 0.970

Values from the calculation:
HOMO level: -14.28 eV
LUMO energy: -7.86 eV
Spin multiplicity: 1
Total energy: -11455.631 eV
Net charge: +1

***

# 4
The following is a quantum chemistry calculation of 2 unconnected molecules or ions with the total composition C4H15N2O2, from OMol25.

Bonds (Å) are listed after each position.
Cartesian coordinates (Å):
1 N 0.671 -1.013 1.003  C2 1.602, H8 1.049, H9 0.965, H10 1.045
2 C 0.053 0.365 0.472  N1 1.602, C3 1.548, C5 1.572, H11 1.113
3 C 1.307 1.268 0.558  C2 1.548, O4 1.377, H12 1.123, H13 1.079
4 O 1.978 0.840 1.682  C3 1.377, H14 0.981
5 C -0.644 0.107 -0.914  C2 1.572, N6 1.529, H15 1.002, H16 1.228
6 N -0.436 1.464 -1.587  C5 1.529, C7 1.461, H17 1.061
7 C -1.325 1.689 -2.725  N6 1.461, H18 1.122, H19 1.069, H20 1.123
8 H -0.035 -1.766 1.192  N1 1.049
9 H 1.199 -0.903 1.804  N1 0.965
10 H 1.365 -1.239 0.255  N1 1.045
11 H -0.740 0.721 1.166  C2 1.113
12 H 1.049 2.359 0.631  C3 1.123
13 H 1.966 1.069 -0.271  C3 1.079
14 H 2.751 1.401 1.903  O4 0.981
15 H -0.563 -0.822 -1.281  C5 1.002
16 H -1.838 -0.045 -0.674  C5 1.228
17 H 0.566 1.454 -1.935  N6 1.061
18 H -2.383 1.382 -2.511  C7 1.122
19 H -1.107 0.981 -3.496  C7 1.069
20 H -1.301 2.777 -3.000  C7 1.123
21 H -1.307 -3.526 2.787  O23 0.877
22 H -0.717 -4.758 2.385  O23 0.990
23 O -0.509 -3.805 2.554  H21 0.877, H22 0.990

Values from the calculation:
HOMO level: -12.97 eV
LUMO energy: -3.05 eV
Spin multiplicity: 1
Total energy: -11457.999 eV
Net charge: +1

***

# 5
The following is a quantum chemistry calculation of 2 unconnected molecules or ions with the total composition C4H15N2OS, from OMol25.

Bonds (Å) are listed after each position.
Cartesian coordinates (Å):
1 N 1.334 0.943 1.003  C2 1.457, H8 1.087, H9 1.030, H10 1.012
2 C 0.385 1.379 -0.013  N1 1.457, C3 1.512, C5 1.618, H11 1.143
3 C 0.102 0.477 -1.193  C2 1.512, S4 1.863, H12 1.110, H13 1.089
4 S 1.517 -0.652 -1.637  C3 1.863, H14 1.426
5 C -1.008 1.729 0.732  C2 1.618, N6 1.438, H15 1.087, H16 1.112
6 N -1.258 0.683 1.687  C5 1.438, C7 1.451, H17 1.020
7 C -2.086 -0.453 1.328  N6 1.451, H18 1.116, H19 1.108, H20 1.134
8 H 0.701 0.407 1.706  N1 1.087
9 H 1.601 1.736 1.603  N1 1.030
10 H 2.137 0.423 0.673  N1 1.012
11 H 0.699 2.406 -0.401  C2 1.143
12 H -0.763 -0.209 -1.078  C3 1.110
13 H -0.198 1.002 -2.099  C3 1.089
14 H 0.771 -1.837 -1.905  S4 1.426
15 H -0.819 2.652 1.274  C5 1.087
16 H -1.728 1.846 -0.108  C5 1.112
17 H -1.676 1.035 2.549  N6 1.020
18 H -2.312 -0.653 0.253  C7 1.116
19 H -3.104 -0.599 1.739  C7 1.108
20 H -1.639 -1.377 1.811  C7 1.134
21 H -1.069 -2.971 -0.132  O23 0.973
22 H 0.282 -3.383 -0.492  O23 0.975
23 O -0.253 -2.568 -0.475  H21 0.973, H22 0.975

Values from the calculation:
HOMO level (spin up / spin down): -17.17 / -17.15 eV
LUMO energy (spin up / spin down): -7.32 / -12.43 eV
Spin multiplicity: 2
⟨S²⟩: 0.75
Total energy: -20234.217 eV
Net charge: +2

***

Values of relative energy (zero: lowest compared OMol25 entry of this formula, charge and spin), in order: 18.3; 75.6; 129.8; 75.2; 38.0, all in kcal/mol.